Computed, not measured: C17H18BBrN6O2Zr as an isolated structure in a non-equilibrium geometry, with the ωB97M-V functional and the def2-TZVPD basis.

For the LUMO energy, the calculation gives -8.5593 eV. The value obtained for the largest force on an atom is 0.0833 hartree/bohr. As for the charge: +2. The HOMO-LUMO gap comes out at 5.45 eV.

Geometry as XYZ:
```
46
Properties=species:S:1:pos:R:3:forces:R:3
H 0.923 3.331 0.141 0.0 0.2 -0.2
N 0.505 1.787 -1.250 0.3 -0.1 0.1
B 0.194 0.347 -3.339 -0.7 -0.2 0.1
N 0.522 1.704 -2.636 0.1 0.1 0.7
C 0.844 2.904 -3.140 0.0 -0.4 1.1
Zr 0.252 0.088 0.089 0.4 0.7 -1.9
H 0.900 3.034 -4.208 0.0 0.1 0.0
C 1.070 3.796 -2.080 -0.2 -0.5 0.6
H 1.361 4.829 -2.145 0.0 0.1 0.0
C 0.852 3.062 -0.908 0.1 0.0 -1.3
H 0.278 0.439 -4.540 0.1 0.0 0.5
C -1.302 -1.619 1.220 0.4 -1.0 0.0
H -1.312 -1.889 2.277 0.3 0.2 -0.1
H -0.298 -1.914 0.786 -0.8 -0.3 0.4
H -2.076 -2.200 0.719 0.2 0.2 -0.2
N -1.265 -0.037 -2.914 0.4 0.3 0.5
N 1.152 -0.769 -2.783 0.1 0.0 0.5
N -1.599 -0.195 -1.588 0.8 -0.2 0.5
N 1.300 -1.004 -1.415 0.0 0.2 -0.2
C -2.352 -0.205 -3.681 0.3 0.1 0.3
C 1.986 -1.576 -3.448 -0.3 0.4 0.8
H -2.268 -0.096 -4.756 -0.1 -0.1 0.2
H 2.016 -1.538 -4.527 0.1 -0.1 0.1
C -3.424 -0.499 -2.857 -0.1 -0.1 0.2
C 2.716 -2.338 -2.530 -0.1 0.0 0.6
C -2.913 -0.508 -1.562 0.3 0.2 -0.7
C 2.268 -1.959 -1.270 0.0 0.1 -0.8
H -4.436 -0.679 -3.164 -0.1 -0.1 0.0
H 3.487 -3.057 -2.749 0.0 0.0 0.0
H -3.426 -0.739 -0.643 0.0 0.1 0.0
H 2.567 -2.261 -0.271 0.1 0.0 -0.2
H -1.554 -0.559 1.137 -0.5 0.3 0.2
Br 2.427 2.739 3.126 -0.1 0.2 -0.1
C 2.300 1.319 4.362 -0.4 -0.7 0.8
C 2.242 1.601 5.732 0.1 -0.2 -0.3
C 2.337 0.562 6.668 0.0 0.0 -0.3
C 2.537 -0.753 6.236 0.0 0.3 -0.1
C 2.551 -1.031 4.865 -0.1 0.0 0.4
C 2.357 -0.018 3.924 0.0 0.7 0.1
C 2.275 -0.390 2.481 3.6 -1.8 1.4
O 3.105 -1.158 1.995 -2.2 1.2 0.0
O 1.272 0.137 1.790 -1.9 0.2 -2.7
H 2.127 2.631 6.065 0.1 -0.2 -0.1
H 2.276 0.801 7.733 0.1 -0.1 -0.4
H 2.683 -1.552 6.966 -0.1 0.2 -0.3
H 2.712 -2.047 4.521 -0.1 0.1 0.0
```
Forces are in eV/Å.

From a natural (NBO) analysis of the wavefunction, the atomic charges in e read: number 1, H, carries 0.251; number 2, N, carries -0.529; number 3, B, carries 0.531; number 4, N, carries -0.301; number 5, C, carries 0.102; number 6, Zr, carries 2.507; number 7, H, carries 0.265; number 8, C, carries -0.296; number 9, H, carries 0.278; number 10, C, carries 0.033; number 11, H, carries 0.017; number 12, C, carries -0.810; number 13, H, carries 0.308; number 14, H, carries 0.189; number 15, H, carries 0.301; number 16, N, carries -0.326; number 17, N, carries -0.296; number 18, N, carries -0.471; number 19, N, carries -0.542; number 20, C, carries 0.058; number 21, C, carries 0.111; number 22, H, carries 0.256; number 23, H, carries 0.267; number 24, C, carries -0.312; number 25, C, carries -0.298; number 26, C, carries 0.005; number 27, C, carries 0.039; number 28, H, carries 0.269; number 29, H, carries 0.280; number 30, H, carries 0.226; number 31, H, carries 0.273; number 32, H, carries 0.168; number 33, Br, carries 0.079; number 34, C, carries -0.052; number 35, C, carries -0.228; number 36, C, carries -0.151; number 37, C, carries -0.199; number 38, C, carries -0.143; number 39, C, carries -0.232; number 40, C, carries 0.797; number 41, O, carries -0.538; number 42, O, carries -0.864; number 43, H, carries 0.248; number 44, H, carries 0.246; number 45, H, carries 0.245; number 46, H, carries 0.238